# 1
One molecule with the formula C24H16N2O4S at a distorted geometry. Source: OMol25; level of theory: the ωB97M-V functional and the def2-TZVPD basis.

XYZ file:
```
47
Properties=species:S:1:pos:R:3
S 1.503 -0.570 -1.652
O 3.925 2.281 -5.318
O -3.200 2.207 2.793
O -1.164 2.551 2.036
O 0.296 -4.231 0.536
N 1.607 -3.256 -0.998
N 2.946 -2.463 -2.708
C 0.721 0.393 2.394
C -1.770 0.287 2.459
C -5.402 1.989 3.597
C 4.139 -1.227 -4.471
C -0.406 -1.421 1.298
C 3.242 -1.330 -3.410
C 3.640 1.140 -4.637
C 4.329 -0.005 -5.069
C -5.102 -0.780 3.727
C 2.741 1.058 -3.582
C 0.852 -3.226 0.153
C -4.035 0.007 3.278
C 2.095 -2.243 -1.777
C -2.771 -0.525 2.878
C -6.289 -0.193 4.099
C 1.941 -0.145 2.021
C 0.815 -1.940 0.897
C 2.553 -0.177 -2.986
C -1.977 1.740 2.405
C -4.199 1.400 3.217
C 3.277 3.472 -4.941
C -6.438 1.190 4.034
C 1.998 -1.307 1.275
C -0.466 -0.245 2.041
H 5.016 0.107 -5.892
H 3.658 4.239 -5.613
H 2.192 3.393 -5.060
H 3.510 3.747 -3.907
H 2.193 1.912 -3.221
H -1.312 -1.926 0.998
H 0.688 1.305 2.967
H 2.951 -1.727 0.988
H -2.622 -1.594 2.939
H 2.855 0.349 2.315
H -5.498 3.061 3.540
H -4.975 -1.851 3.773
H 1.759 -4.183 -1.386
H -7.109 -0.804 4.444
H 4.670 -2.104 -4.803
H -7.373 1.643 4.329
```

The value obtained for the highest occupied orbital energy is -8.0 eV. The SMILES is COc1ccc2nc(NC(=O)c3cccc(-c4cc5ccccc5oc4=O)c3)sc2c1. For the HOMO-LUMO gap, the calculation gives 7.53 eV.


# 2
A 2-piece molecular cluster, C4H9NO2SSe overall at a distorted geometry. Source: OMol25; level of theory: the ωB97M-V functional and the def2-TZVPD basis.

XYZ file:
```
18
Properties=species:S:1:pos:R:3
Se 1.806 -0.408 -0.233
S -0.362 2.798 -0.054
O -1.132 -1.716 -0.016
O 0.051 -1.817 1.966
N -0.218 0.651 2.308
C -0.583 0.248 1.085
C 0.962 -0.980 -1.884
C -1.336 1.205 0.186
C -0.590 -1.171 0.920
H 0.920 -0.172 -2.610
H 0.197 -2.710 1.738
H 0.630 0.225 2.670
H -2.184 1.624 0.620
H 0.992 2.258 -0.225
H 1.622 -1.895 -2.118
H -1.593 0.764 -0.781
H -0.008 -1.048 -1.601
H -0.495 1.589 2.559
```

The value obtained for the highest occupied orbital energy (alpha / beta) is -7.9 / -7.9 eV. For the HOMO-LUMO gap (alpha / beta), the calculation gives 6.75 / 6.75 eV. Its energy relative to the best compared isomer or geometry (same formula, charge and spin) is 0.899 eV.


no.,energy (Eh)
1,-1732.88303
2,-3162.59063